C33H92N10O9 | ωB97M-V/def2-TZVPD

ΔE to the lowest compared entry with this formula, charge and spin: 7.115 eV
E: -2536.8825 Eh
structure (SMILES): COC[C@H](C)N.COC[C@H](C)N.COC[C@H](C)N.COC[C@H](C)N.COC[C@H](C)N.COC[C@H](C)N.COC[C@H](C)N.COC[C@H](C)N.NC(N)=O

ORCA input file:
```
! RIJCOSX wB97M-V def2-TZVPD def2/J DEFGRID3
* xyz 0 1
C -23.208 -9.772 -6.979
O -22.571 -8.810 -6.176
C -23.347 -7.694 -5.790
C -22.495 -6.642 -5.121
C -21.867 -7.232 -3.868
N -23.353 -5.526 -4.775
H -22.339 -10.307 -7.361
H -23.842 -9.374 -7.771
H -23.799 -10.544 -6.486
H -23.808 -7.331 -6.708
H -24.087 -8.107 -5.104
H -21.708 -6.322 -5.803
H -21.016 -7.844 -4.166
H -22.548 -7.922 -3.370
H -21.407 -6.521 -3.182
H -23.995 -5.837 -4.060
H -22.819 -4.849 -4.249
C -16.550 -17.534 -8.194
O -17.463 -16.755 -7.339
C -18.477 -17.583 -6.734
C -17.793 -18.396 -5.580
C -18.800 -18.909 -4.487
N -16.800 -17.653 -4.802
H -15.877 -18.212 -7.669
H -15.873 -16.958 -8.825
H -17.101 -18.155 -8.900
H -19.290 -16.959 -6.363
H -18.925 -18.220 -7.497
H -17.378 -19.362 -5.869
H -19.735 -19.350 -4.831
H -19.253 -18.046 -3.999
H -18.337 -19.469 -3.674
H -16.198 -17.150 -5.438
H -17.387 -17.010 -4.290
C -11.810 -8.245 -2.237
O -10.374 -8.498 -2.112
C -9.705 -7.360 -1.733
C -8.225 -7.615 -1.712
C -7.912 -8.639 -0.627
N -7.452 -6.398 -1.372
H -12.219 -9.254 -2.291
H -12.084 -7.687 -3.133
H -12.396 -7.789 -1.439
H -9.884 -6.502 -2.382
H -10.067 -7.031 -0.759
H -7.903 -7.877 -2.720
H -8.294 -8.208 0.298
H -6.853 -8.803 -0.428
H -8.323 -9.612 -0.897
H -7.878 -5.845 -2.102
H -6.519 -6.613 -1.696
C -10.563 -11.351 -12.258
O -11.504 -11.298 -11.202
C -12.720 -11.969 -11.464
C -13.781 -12.002 -10.166
C -13.297 -12.565 -8.830
N -14.916 -12.758 -10.501
H -9.794 -10.660 -11.915
H -10.877 -10.869 -13.184
H -10.135 -12.334 -12.458
H -13.147 -11.656 -12.416
H -12.603 -13.019 -11.732
H -14.188 -11.024 -9.908
H -14.056 -12.535 -8.049
H -12.405 -12.055 -8.466
H -13.028 -13.621 -8.799
H -14.663 -13.222 -11.362
H -14.894 -13.598 -9.941
C -16.749 -6.073 -6.215
O -15.790 -5.020 -6.136
C -16.005 -3.982 -7.088
C -15.347 -2.736 -6.535
C -16.060 -2.350 -5.280
N -15.302 -1.661 -7.510
H -16.929 -6.329 -7.259
H -17.663 -5.663 -5.786
H -16.386 -6.931 -5.649
H -15.769 -4.193 -8.131
H -17.068 -3.787 -7.233
H -14.314 -2.913 -6.235
H -17.121 -2.229 -5.497
H -15.782 -1.376 -4.878
H -15.893 -3.042 -4.454
H -16.201 -1.214 -7.616
H -14.875 -1.921 -8.388
C -23.214 -14.854 -4.254
O -22.215 -14.637 -3.318
C -22.538 -13.659 -2.279
C -21.785 -14.177 -0.991
C -22.352 -15.486 -0.459
N -21.801 -13.119 0.017
H -23.042 -14.300 -5.177
H -24.260 -14.628 -4.044
H -23.127 -15.914 -4.492
H -22.438 -12.624 -2.605
H -23.609 -13.701 -2.080
H -20.820 -14.456 -1.417
H -23.306 -15.303 0.037
H -21.752 -15.816 0.389
H -22.429 -16.228 -1.254
H -21.218 -13.499 0.749
H -22.699 -13.172 0.476
C -19.282 -9.158 3.368
O -18.093 -9.150 2.560
C -16.819 -9.086 3.332
C -15.663 -9.303 2.277
C -15.836 -10.554 1.506
N -14.326 -9.395 2.863
H -20.096 -9.299 2.657
H -19.377 -8.162 3.802
H -19.372 -9.903 4.158
H -16.697 -8.088 3.754
H -16.718 -9.891 4.060
H -15.839 -8.468 1.598
H -15.994 -11.441 2.120
H -14.951 -10.750 0.900
H -16.556 -10.574 0.688
H -14.331 -10.216 3.451
H -13.637 -9.627 2.161
C -14.167 -15.882 0.304
O -15.179 -16.869 0.858
C -15.996 -16.357 1.885
C -15.150 -15.922 3.146
C -14.226 -17.075 3.554
N -15.870 -15.517 4.319
H -14.376 -14.874 0.665
H -14.334 -15.817 -0.771
H -13.091 -16.051 0.345
H -16.541 -15.471 1.557
H -16.708 -17.094 2.256
H -14.436 -15.155 2.847
H -14.931 -17.861 3.827
H -13.472 -16.846 4.307
H -13.654 -17.585 2.778
H -15.199 -15.587 5.070
H -16.446 -16.286 4.630
N -18.029 -12.642 -4.929
C -17.214 -12.136 -4.078
N -17.775 -11.037 -3.593
O -16.114 -12.529 -3.992
H -17.767 -13.357 -5.593
H -19.011 -12.405 -4.927
H -17.239 -10.455 -2.965
H -18.772 -11.021 -3.433
*
```

Löwdin population analysis, charges in e, atoms 1 to 8:
1 C -0.117
2 O -0.198
3 C -0.216
4 C -0.443
5 C -0.069
6 N 0.031
7 H 0.089
8 H 0.086

C33H92N10O9 | ωB97M-V/def2-TZVPD

ΔE to the lowest compared entry with this formula, charge and spin: 3.315 eV
E: -2536.5649 Eh
<S²>: 0.755

ORCA input file:
```
! RIJCOSX wB97M-V def2-TZVPD def2/J DEFGRID3
* xyz 1 2
C 0.094 -0.474 0.663
O 0.427 -0.855 1.721
N -0.591 0.583 0.375
N 0.351 -1.157 -0.405
H -0.776 0.854 -0.580
H -1.122 0.975 1.139
H 0.866 -2.016 -0.272
H 0.225 -0.711 -1.302
C -2.230 -4.610 -2.744
C -3.180 -4.989 -1.571
C -3.353 -3.974 -0.446
O -2.127 -3.630 0.125
C -2.432 -3.439 1.459
N -4.453 -5.478 -2.160
H -2.467 -3.704 -3.302
H -1.977 -5.261 -3.580
H -1.314 -4.313 -2.233
H -2.767 -5.914 -1.168
H -4.098 -4.492 0.157
H -3.782 -2.995 -0.659
H -1.486 -3.021 1.804
H -2.491 -4.311 2.110
H -3.341 -2.851 1.591
H -5.096 -5.774 -1.440
H -4.183 -6.311 -2.664
C 3.512 -6.599 0.610
C 3.573 -6.768 2.155
C 2.506 -6.092 2.981
O 2.537 -4.721 2.728
C 1.489 -3.979 3.378
N 3.568 -8.193 2.459
H 2.599 -6.975 0.150
H 4.463 -6.961 0.219
H 3.558 -5.519 0.470
H 4.518 -6.256 2.339
H 2.583 -6.292 4.050
H 1.569 -6.444 2.549
H 0.541 -4.295 2.943
H 1.584 -2.928 3.106
H 1.364 -4.122 4.451
H 4.304 -8.557 1.871
H 3.927 -8.179 3.403
C 6.590 0.559 0.299
C 6.645 0.063 -1.155
C 5.331 -0.375 -1.770
O 4.948 -1.643 -1.144
C 3.565 -1.793 -1.027
N 7.082 1.302 -1.808
H 6.177 -0.262 0.887
H 6.016 1.440 0.586
H 7.584 0.712 0.720
H 7.394 -0.713 -1.310
H 5.417 -0.633 -2.826
H 4.559 0.378 -1.615
H 3.174 -0.903 -0.534
H 3.397 -2.755 -0.542
H 2.974 -1.820 -1.942
H 8.052 1.198 -2.070
H 6.707 1.275 -2.745
C 0.508 -0.897 -3.942
C 1.386 0.290 -3.616
C 1.463 1.371 -4.763
O 0.379 2.290 -4.817
C -0.417 2.242 -6.013
N 0.730 0.885 -2.439
H 0.743 -1.785 -3.355
H 0.693 -1.177 -4.979
H -0.511 -0.643 -3.650
H 2.442 0.061 -3.471
H 1.701 0.770 -5.641
H 2.408 1.869 -4.546
H -1.226 2.906 -5.708
H -0.788 1.226 -6.150
H 0.065 2.469 -6.963
H 1.328 1.636 -2.126
H -0.163 1.282 -2.695
C -1.737 3.922 -0.467
C -1.875 5.308 0.231
C -0.784 5.634 1.303
O -0.964 6.930 1.938
C -1.972 7.013 2.919
N -1.845 6.362 -0.774
H -2.677 3.599 -0.913
H -1.607 3.089 0.225
H -0.952 3.930 -1.223
H -2.823 5.371 0.765
H 0.187 5.888 0.877
H -0.714 4.742 1.925
H -1.702 6.401 3.779
H -2.909 6.501 2.702
H -2.294 8.002 3.244
H -0.935 6.328 -1.212
H -1.855 7.145 -0.136
C -4.306 2.286 -2.865
C -3.424 1.156 -2.071
C -3.943 -0.183 -2.056
O -4.315 -0.751 -3.259
C -5.296 -1.821 -3.326
N -2.136 1.268 -2.811
H -3.601 3.112 -2.960
H -5.148 2.505 -2.210
H -4.809 1.901 -3.752
H -3.202 1.533 -1.072
H -4.790 -0.225 -1.370
H -3.195 -0.862 -1.647
H -6.307 -1.536 -3.621
H -5.272 -2.351 -2.374
H -4.890 -2.526 -4.051
H -2.163 0.767 -3.688
H -2.031 2.263 -2.943
C -4.358 -0.031 2.083
C -3.698 1.299 1.925
C -4.557 2.586 1.958
O -5.299 2.468 0.725
C -6.140 3.590 0.448
N -2.848 1.432 3.083
H -4.509 -0.399 3.097
H -3.917 -0.814 1.467
H -5.268 0.035 1.485
H -2.957 1.190 1.133
H -3.935 3.481 1.944
H -5.385 2.431 2.650
H -6.483 3.453 -0.577
H -5.520 4.485 0.495
H -6.991 3.645 1.127
H -2.185 0.673 3.012
H -3.445 1.114 3.833
C 5.717 1.428 3.663
C 5.030 2.519 4.374
C 3.484 2.204 4.392
O 3.081 2.262 3.067
C 1.746 2.191 2.810
N 5.664 2.637 5.669
H 5.583 0.469 4.165
H 6.740 1.597 3.326
H 5.261 1.253 2.689
H 5.183 3.456 3.838
H 2.976 2.892 5.069
H 3.327 1.252 4.901
H 1.700 1.975 1.742
H 1.296 3.165 2.999
H 1.274 1.407 3.401
H 6.589 2.268 5.499
H 5.892 3.613 5.794
*
```

Löwdin population analysis, charges in e, atoms 1 to 8:
1 C -0.846
2 O 0.071
3 N 0.191
4 N 0.193
5 H 0.069
6 H 0.069
7 H 0.119
8 H 0.054

C34H22Cl5CoN5O3 | ωB97M-V/def2-TZVPD

ΔE to the lowest compared entry with this formula, charge and spin: 0.826 eV
E: -5492.1071 Eh
<S²>: 0.771

ORCA input file:
```
! RIJCOSX wB97M-V def2-TZVPD def2/J DEFGRID3
* xyz 0 2
Co -0.016 -0.355 1.241
N -3.641 -0.616 -0.937
C -2.390 -0.842 -0.522
N -1.880 -0.328 0.550
C -2.631 0.605 1.282
N -2.069 1.308 2.224
N -0.778 1.011 2.356
C 0.055 1.653 3.091
C 1.380 1.097 3.079
C 2.403 1.529 3.924
C 3.615 0.876 3.921
C 3.786 -0.211 3.068
C 2.734 -0.588 2.260
N 1.564 0.043 2.238
C -4.017 0.814 0.937
C -4.860 1.645 1.678
C -6.163 1.842 1.271
C -6.639 1.229 0.115
C -5.816 0.409 -0.635
C -4.509 0.197 -0.219
H -3.957 -1.009 -1.808
H -1.782 -1.499 -1.131
H -0.233 2.509 3.693
H 2.211 2.360 4.591
H 4.414 1.183 4.582
H 4.714 -0.762 3.043
H 2.823 -1.451 1.614
H -4.460 2.127 2.558
H -6.813 2.480 1.853
H -7.658 1.396 -0.206
H -6.186 -0.059 -1.539
O 1.608 -0.768 -0.959
C 1.494 0.343 -1.860
C 0.133 1.081 -1.419
O -0.630 1.451 -2.302
O 0.033 1.269 -0.169
C 2.704 1.263 -1.674
C 2.723 2.349 -0.800
C 3.876 3.106 -0.643
C 5.030 2.789 -1.343
C 5.028 1.701 -2.201
C 3.876 0.947 -2.366
C 1.380 -0.130 -3.291
C 1.370 -1.481 -3.618
C 1.263 -1.888 -4.942
C 1.162 -0.950 -5.955
C 1.177 0.402 -5.634
C 1.286 0.809 -4.316
H 2.535 -1.030 -0.918
H 1.839 2.606 -0.236
H 3.869 3.952 0.034
H 5.926 3.386 -1.221
H 5.925 1.439 -2.748
H 3.881 0.105 -3.048
H 1.452 -2.219 -2.836
H 1.263 -2.947 -5.173
H 1.070 -1.268 -6.986
H 1.101 1.142 -6.421
H 1.288 1.863 -4.073
Cl -0.103 -1.332 4.622
C -0.842 -2.308 3.394
C -0.412 -2.216 2.059
C -0.896 -3.253 1.255
Cl -0.313 -3.394 -0.372
C -1.833 -4.201 1.665
Cl -2.421 -5.404 0.577
C -2.325 -4.156 2.964
Cl -3.540 -5.260 3.473
C -1.805 -3.215 3.843
Cl -2.375 -3.177 5.467
*
```

Löwdin population analysis, charges in e, atoms 1 to 8:
1 Co 0.497
2 N 0.155
3 C -0.100
4 N 0.087
5 C -0.205
6 N 0.132
7 N -0.082
8 C -0.047

C34H22Cl5I2N5OSn | ωB97M-V/def2-TZVPD

ΔE to the lowest compared entry with this formula, charge and spin: 0.515 eV
E: -4768.5510 Eh

ORCA input file:
```
! RIJCOSX wB97M-V def2-TZVPD def2/J DEFGRID3
* xyz 0 1
Sn -0.464 0.495 -0.158
C -1.994 -2.534 -3.233
C -2.125 -3.743 -2.573
C -1.979 -3.782 -1.198
C -1.718 -2.604 -0.512
N -1.564 -1.447 -1.158
C -1.696 -1.412 -2.483
C -1.660 -2.548 0.980
C -1.669 -3.692 1.769
C -1.667 -3.549 3.144
C -1.673 -2.281 3.696
C -1.670 -1.184 2.842
N -1.657 -1.331 1.518
C -1.729 0.217 3.356
C -1.355 0.545 4.655
C -1.479 1.858 5.072
C -1.968 2.804 4.186
C -2.285 2.391 2.901
N -2.169 1.132 2.493
H -2.107 -2.459 -4.304
H -2.336 -4.651 -3.123
H -2.094 -4.719 -0.673
H -1.559 -0.446 -2.951
H -1.678 -4.677 1.326
H -1.681 -4.422 3.783
H -1.715 -2.150 4.768
H -0.943 -0.200 5.322
H -1.193 2.140 6.077
H -2.092 3.838 4.476
H -2.642 3.098 2.159
I 6.440 -0.551 -4.222
C 4.547 -0.432 -3.344
C 3.869 -1.587 -3.005
C 2.599 -1.477 -2.467
I 1.626 -3.216 -1.844
C 1.927 -0.249 -2.283
O 0.682 -0.229 -1.908
C 2.709 0.908 -2.530
C 2.164 2.261 -2.169
N 1.960 2.374 -0.716
C 3.178 2.225 0.059
C 3.316 0.865 0.709
C 4.542 0.522 1.280
C 4.683 -0.716 1.874
C 3.596 -1.583 1.873
C 2.422 -1.153 1.281
N 2.272 0.045 0.716
C 3.976 0.804 -3.083
H 4.322 -2.559 -3.145
H 1.201 2.411 -2.651
H 2.854 3.030 -2.543
H 1.542 3.270 -0.502
H 3.226 2.988 0.841
H 4.068 2.376 -0.564
H 5.371 1.219 1.244
H 5.626 -1.008 2.318
H 3.658 -2.568 2.315
H 1.555 -1.808 1.242
H 4.527 1.710 -3.304
Cl -0.792 3.627 -1.115
C -2.346 2.845 -1.373
C -2.524 1.545 -0.926
C -3.827 1.071 -1.027
Cl -4.270 -0.446 -0.279
C -4.859 1.791 -1.630
Cl -6.455 1.145 -1.739
C -4.605 3.064 -2.134
Cl -5.855 3.969 -2.893
C -3.338 3.614 -1.981
Cl -3.025 5.217 -2.531
*
```

Löwdin population analysis, charges in e, atoms 1 to 8:
1 Sn 1.317
2 C -0.040
3 C -0.065
4 C -0.040
5 C -0.279
6 N -0.032
7 C -0.145
8 C -0.221

C34H24AsBrIN4O2S2V | ωB97M-V/def2-TZVPD

ΔE to the lowest compared entry with this formula, charge and spin: 0.000 eV
E: -8527.3534 Eh
<S²>: 0.777

ORCA input file:
```
! RIJCOSX wB97M-V def2-TZVPD def2/J DEFGRID3
* xyz 1 2
V 0.346 0.360 0.627
N 2.167 1.793 4.064
C 3.299 1.095 3.636
C 4.569 0.964 4.184
C 5.445 0.144 3.503
C 5.066 -0.530 2.328
C 3.802 -0.394 1.793
C 2.922 0.447 2.467
N 1.590 0.791 2.193
C 1.193 1.574 3.170
C -0.200 1.994 3.201
C -0.853 2.830 4.038
S -2.488 2.924 3.578
C -2.206 1.842 2.300
N -0.977 1.428 2.204
H 2.100 2.390 4.870
H 4.861 1.475 5.091
H 6.447 0.009 3.887
H 5.784 -1.172 1.836
H 3.503 -0.922 0.897
H -0.468 3.389 4.875
H -2.988 1.561 1.613
S -0.114 -1.479 1.907
C -1.765 -2.081 1.626
C -2.236 -3.095 2.457
C -3.504 -3.617 2.258
C -4.310 -3.143 1.228
C -3.845 -2.135 0.398
C -2.582 -1.594 0.613
As -1.713 -0.346 -0.566
C -3.022 0.900 -1.185
C -2.682 1.709 -2.266
C -3.575 2.671 -2.710
C -4.798 2.836 -2.071
C -5.131 2.034 -0.989
C -4.244 1.062 -0.543
C -1.391 -1.544 -2.053
C -2.147 -1.481 -3.213
C -1.927 -2.411 -4.223
C -0.963 -3.395 -4.068
C -0.218 -3.458 -2.896
C -0.429 -2.534 -1.885
H -1.606 -3.473 3.251
H -3.864 -4.404 2.908
H -5.292 -3.566 1.067
H -4.459 -1.787 -0.423
H -1.720 1.599 -2.753
H -3.313 3.296 -3.553
H -5.492 3.590 -2.419
H -6.087 2.157 -0.496
H -4.528 0.418 0.281
H -2.904 -0.720 -3.346
H -2.514 -2.363 -5.131
H -0.793 -4.116 -4.857
H 0.528 -4.231 -2.767
H 0.149 -2.594 -0.969
I 0.207 2.900 -0.277
Br 6.391 1.929 -0.237
C 5.196 1.308 -1.548
C 5.638 1.094 -2.846
N 4.843 0.657 -3.823
C 3.569 0.428 -3.525
C 3.051 0.608 -2.249
C 3.878 1.061 -1.232
C 1.618 0.347 -2.036
O 0.755 0.433 -2.837
O 1.332 -0.069 -0.697
H 6.673 1.285 -3.104
H 2.925 0.078 -4.323
H 3.504 1.244 -0.234
*
```

Löwdin population analysis, charges in e, atoms 1 to 8:
1 V 0.200
2 N 0.214
3 C -0.154
4 C 0.005
5 C -0.061
6 C -0.073
7 C -0.019
8 C -0.190